(1)
{
  "formula": "C38H44O8",
  "method": "the ωB97M-V functional and the def2-TZVPD basis",
  "homo_lumo_gap_ev": 7.41,
  "smiles": "CC(C)=CCC[C@@]1(C)C=Cc2c(O)c3c(c(CC=C(C)C)c2O1)O[C@@]12C(=C[C@H]4C[C@@H]1C(C)(C)O[C@]2(C/C=C(\\C)C(=O)O)C4=O)C3=O",
  "lumo_energy_ev": -0.511,
  "homo_ev": -7.92,
  "species": ["C", "C", "C", "C", "C", "C", "C", "C", "C", "C", "C", "C", "O", "C", "C", "C", "C", "C", "C", "C", "C", "C", "O", "O", "C", "C", "C", "C", "C", "C", "C", "C", "C", "O", "C", "C", "C", "C", "C", "C", "O", "O", "C", "O", "C", "O", "H", "H", "H", "H", "H", "H", "H", "H", "H", "H", "H", "H", "H", "H", "H", "H", "H", "H", "H", "H", "H", "H", "H", "H", "H", "H", "H", "H", "H", "H", "H", "H", "H", "H", "H", "H", "H", "H", "H", "H", "H", "H", "H", "H"],
  "coordinates": [[6.908, 2.529, 4.948], [6.822, 2.515, 3.448], [7.945, 3.192, 2.721], [5.812, 1.935, 2.811], [4.667, 1.246, 3.493], [3.778, 0.518, 2.491], [2.573, -0.221, 3.115], [3.009, -1.386, 4.004], [1.704, 0.740, 3.880], [0.683, 1.352, 3.289], [0.342, 1.021, 1.920], [-0.621, 1.724, 1.199], [-1.188, 2.806, 1.740], [-1.010, 1.266, -0.082], [-0.406, 0.112, -0.620], [0.574, -0.576, 0.082], [1.270, -1.776, -0.509], [2.535, -1.332, -1.188], [3.771, -1.715, -0.894], [4.952, -1.185, -1.653], [4.106, -2.712, 0.179], [0.947, -0.109, 1.350], [1.861, -0.828, 2.018], [-0.692, -0.341, -1.867], [-1.930, -0.030, -2.468], [-2.614, 1.187, -1.935], [-3.790, 1.483, -2.502], [-4.160, 0.599, -3.642], [-2.975, 0.683, -4.626], [-1.755, -0.012, -4.020], [-1.646, -1.525, -4.359], [-0.180, -1.973, -4.345], [-2.275, -1.951, -5.688], [-2.346, -2.196, -3.303], [-2.899, -1.248, -2.409], [-3.065, -1.945, -1.054], [-3.256, -1.015, 0.091], [-2.736, -1.199, 1.309], [-1.924, -2.389, 1.716], [-2.922, -0.171, 2.360], [-2.502, -0.264, 3.488], [-3.587, 0.917, 1.943], [-4.239, -0.783, -3.004], [-5.242, -1.442, -2.966], [-2.079, 1.927, -0.784], [-2.573, 3.005, -0.437], [7.768, 3.102, 5.283], [6.008, 2.967, 5.379], [6.996, 1.514, 5.336], [8.896, 2.732, 2.988], [7.994, 4.244, 3.002], [7.813, 3.125, 1.644], [5.780, 1.951, 1.730], [4.072, 1.984, 4.040], [5.061, 0.538, 4.228], [4.369, -0.212, 1.933], [3.380, 1.241, 1.773], [3.672, -2.050, 3.455], [2.132, -1.946, 4.319], [3.524, -1.018, 4.886], [1.960, 0.910, 4.913], [0.054, 2.063, 3.800], [-1.829, 3.167, 1.073], [1.486, -2.494, 0.279], [0.610, -2.241, -1.246], [2.380, -0.607, -1.976], [5.523, -2.009, -2.081], [4.642, -0.520, -2.455], [5.615, -0.637, -0.983], [5.142, -2.595, 0.492], [3.983, -3.728, -0.197], [3.462, -2.588, 1.045], [-4.408, 2.301, -2.173], [-5.109, 0.860, -4.109], [-3.246, 0.249, -5.584], [-2.754, 1.740, -4.790], [-0.834, 0.502, -4.296], [0.325, -1.607, -5.235], [0.328, -1.596, -3.465], [-0.140, -3.058, -4.335], [-1.892, -1.352, -6.510], [-3.359, -1.881, -5.646], [-2.023, -2.992, -5.867], [-2.189, -2.576, -0.902], [-3.938, -2.600, -1.152], [-3.871, -0.146, -0.092], [-2.504, -3.303, 1.605], [-1.027, -2.473, 1.107], [-1.630, -2.279, 2.757], [-3.622, 1.571, 2.660]],
  "nbo_charge": [-0.659, 0.041, -0.629, -0.206, -0.451, -0.400, 0.243, -0.619, -0.223, -0.184, -0.212, 0.491, -0.683, -0.393, 0.482, -0.178, -0.457, -0.192, 0.031, -0.629, -0.665, 0.424, -0.500, -0.542, 0.318, -0.179, -0.072, -0.380, -0.381, -0.270, 0.270, -0.624, -0.632, -0.528, 0.143, -0.476, -0.113, -0.122, -0.661, 0.772, -0.600, -0.695, 0.609, -0.509, 0.551, -0.612, 0.214, 0.220, 0.219, 0.210, 0.211, 0.213, 0.194, 0.216, 0.205, 0.208, 0.213, 0.215, 0.227, 0.215, 0.216, 0.232, 0.517, 0.229, 0.230, 0.191, 0.210, 0.212, 0.210, 0.211, 0.222, 0.226, 0.247, 0.244, 0.229, 0.225, 0.240, 0.208, 0.228, 0.219, 0.210, 0.216, 0.225, 0.238, 0.260, 0.224, 0.221, 0.222, 0.253, 0.505]
}


(2)
{
  "formula": "ClHN2O4S",
  "method": "the ωB97M-V functional and the def2-TZVPD basis",
  "homo_lumo_gap_ev": 8.89,
  "lumo_energy_ev": -1.544,
  "homo_ev": -10.43,
  "species": ["N", "N", "O", "O", "O", "O", "S", "Cl", "H"],
  "coordinates": [[-0.042, -0.874, 0.170], [-0.084, 1.555, 0.630], [0.490, 2.304, -0.143], [0.157, 1.385, 1.794], [-2.404, 0.055, 0.266], [1.703, -2.171, -1.450], [-1.135, 0.383, -0.366], [1.584, -0.778, -0.883], [-0.269, -1.859, -0.017]],
  "nbo_charge": [-0.855, 0.332, -0.372, -0.302, -0.849, -0.742, 1.462, 0.906, 0.419]
}


(3)
{
  "formula": "C5H8N",
  "method": "the ωB97M-V functional and the def2-TZVPD basis",
  "homo_lumo_gap_ev": [8.82, 6.50],
  "lumo_energy_ev": [-5.217, -6.490],
  "homo_ev": [-14.04, -12.98],
  "charge": 1,
  "species": ["C", "C", "C", "C", "C", "N", "H", "H", "H", "H", "H", "H", "H", "H"],
  "coordinates": [[-2.192, 1.710, -0.465], [-0.586, -1.175, 1.035], [-0.729, -1.564, -0.395], [-0.769, -0.165, -0.013], [1.722, 1.404, -0.154], [-1.632, 0.749, -0.134], [-2.898, 2.557, -0.172], [-1.272, -1.300, 1.896], [0.383, -1.037, 1.451], [0.271, -1.984, -0.827], [-1.570, -2.001, -0.678], [1.191, 1.519, 0.778], [1.330, 2.017, -0.934], [2.363, 0.478, -0.183]],
  "nbo_charge": [0.342, -0.409, -0.388, 0.223, -0.422, -0.242, 0.311, 0.263, 0.253, 0.278, 0.241, 0.159, 0.187, 0.205]
}


(4)
{
  "formula": "C2H5Cl4HgO",
  "method": "the ωB97M-V functional and the def2-TZVPD basis",
  "homo_lumo_gap_ev": 6.10,
  "lumo_energy_ev": 3.194,
  "homo_ev": -2.91,
  "charge": -1,
  "species": ["Hg", "C", "O", "H", "H", "H", "Cl", "Cl", "C", "Cl", "Cl", "H", "H"],
  "coordinates": [[-0.281, 0.179, -0.562], [-1.986, -1.602, -1.448], [-1.973, -0.349, -0.808], [-2.816, -2.156, -1.008], [-2.206, -1.566, -2.515], [-1.079, -2.197, -1.341], [-1.570, 1.653, 0.354], [1.305, -0.475, -1.585], [2.104, 1.352, 1.930], [1.071, 0.311, 0.893], [3.541, 1.923, 0.994], [1.509, 2.185, 2.305], [2.380, 0.742, 2.790]],
  "nbo_charge": [1.494, -0.267, -1.004, 0.142, 0.136, 0.139, -0.791, -0.699, -0.416, -0.087, -0.071, 0.222, 0.202]
}


What is the formula in the second record? ClHN2O4S